111
Properties=species:S:1:pos:R:3 method="wB97M-V/def2-TZVPD" spin_multiplicity=3 orbital_gap_ev="7.96 / 8.14" s2=2.0031 relative_energy_kcal_mol=25.5 charge=+1
Pr -0.12487 -0.99227 0.43559
Se -3.09777 -1.20219 0.88601
Se 1.34448 -5.15366 2.24604
Se -0.97136 -2.91556 -1.43307
S 2.75122 7.05821 0.02110
P -1.00968 2.27585 0.42645
P 1.70401 1.68965 0.12926
P -3.01150 -2.93811 -0.54612
O 3.58800 -3.23486 0.00865
O 2.02772 -2.18121 -1.01491
N 3.43997 -3.13332 2.82031
N 1.21995 -2.54647 3.29022
N 0.62747 2.93136 0.64338
N 1.79244 -2.50771 1.06749
N -0.07028 -2.23037 2.85049
N 2.55335 -2.64986 0.04018
N 2.58326 -7.22029 -1.83040
C -4.80913 -6.50166 0.50348
C 2.08509 -3.21898 2.31600
C 1.17923 -5.81056 -0.47013
C 4.22307 1.35930 3.99509
C 1.44216 -6.50139 -1.66514
C -1.83098 1.67012 -2.10231
C 3.44780 -7.23765 -0.79172
C -4.13193 5.08347 2.26937
C 4.79405 1.91131 2.83224
C -3.84391 -7.08219 1.35804
C -2.23164 3.36670 1.13173
C -0.93261 2.64188 -4.09834
C -4.56534 -5.17719 0.02167
C -4.28805 -2.70386 -1.86319
C -5.05675 -2.88578 -4.11408
C -3.35987 -4.49523 0.21101
C 2.05713 4.78066 1.47752
C -2.66971 -6.37950 1.61465
C -1.07035 2.56862 -1.33766
C 2.26575 0.96432 2.80482
C 3.30514 3.46346 -1.49485
C 4.50514 2.65593 -3.44724
C -6.58092 -2.18505 -2.38810
C -3.97228 5.04649 0.88960
C -1.68438 1.72234 -3.45274
C 4.25744 1.31426 -3.07218
C -6.33729 -2.52111 -3.74208
C -3.02181 4.19053 0.30517
C 0.88258 3.86674 1.77115
C 2.94929 0.82305 4.00609
C 2.90860 2.15136 -1.13621
C 3.21372 -6.66008 0.47194
C 2.02303 -5.92476 0.58955
C 4.11405 2.03161 1.64820
C -0.28701 3.55873 -1.97089
C -4.06307 -3.04423 -3.17478
C -2.42082 -5.10952 1.02676
C 1.86031 7.63776 -1.43438
C -2.40129 3.40324 2.51963
C 3.49028 1.10101 -1.93024
C 2.79997 1.56915 1.63195
C 1.49485 5.93438 0.65065
C 4.04723 3.69312 -2.63887
C -0.23830 3.58285 -3.34105
C -5.53680 -2.17699 -1.48672
C -3.29666 4.26889 3.06141
H 0.65976 6.42742 1.16195
H -2.34747 1.09184 -4.02779
H -4.78816 5.76565 2.84097
H -1.90409 -6.76686 2.25501
H 2.40178 0.54570 4.89569
H 4.66184 0.44708 -3.62878
H -1.94763 2.67767 3.19412
H 5.81132 2.23971 2.86619
H 1.61485 6.79085 -2.14002
H 5.07494 2.93617 -4.33687
H 2.40941 5.16431 2.43527
H -4.47677 5.68114 0.15331
H 4.34173 4.73328 -2.87174
H -2.37850 0.88923 -1.58871
H -3.13483 -3.41093 -3.55061
H 4.81069 1.36545 4.92975
H -5.76545 -1.90920 -0.45350
H 3.27994 0.06173 -1.55481
H -0.66815 -3.06150 2.77883
H 3.93117 -6.78297 1.25057
H -0.81787 2.55751 -5.19797
H -1.42417 -4.68049 1.06615
H -0.44984 -1.66609 3.62159
H 2.43398 8.34359 -2.03795
H 1.23521 0.74180 2.73324
H -7.56560 -1.81490 -2.06098
H 4.44322 -7.70050 -0.98393
H 3.58376 -2.19266 3.06168
H -5.39862 -4.64630 -0.59512
H -4.09664 -8.04284 1.79189
H -2.80725 4.28159 -0.76249
H 1.08501 3.29362 2.65016
H 0.40258 4.30822 -3.92349
H -3.41654 4.27276 4.08775
H -7.16817 -2.50509 -4.47576
H -4.86383 -3.25189 -5.13811
H 4.09245 -3.41999 2.08505
H 0.23762 -5.21794 -0.41550
H 4.54755 2.55484 0.75871
H 2.85868 4.27154 0.99286
H -0.03047 4.47613 1.97328
H 0.74345 -6.58429 -2.52437
H 0.36295 4.11891 -1.40522
H 2.89802 4.31097 -0.86006
H -5.71923 -7.01476 0.28331
H 0.88979 8.09890 -1.20148
H 1.07471 5.49474 -0.28839
H 1.22139 -3.06791 4.16085


108
Properties=species:S:1:pos:R:3 method="wB97M-V/def2-TZVPD" orbital_gap_ev="4.22 / 4.21" relative_energy_kcal_mol=45.4 charge=+3
Sn -0.23260 -0.09100 0.11770
Br -0.61670 7.46990 0.92460
P 2.48820 -0.02190 -1.73430
P 2.37880 0.01240 1.59180
O -6.72730 -3.54340 -10.91250
O -1.55160 1.12920 -1.54150
N -2.06140 -1.51430 -1.38460
N -1.16060 1.49550 1.86630
N 4.57370 -1.74720 -1.32070
N -4.84110 -0.86590 -6.61560
N -1.22470 -1.27160 2.15200
N 4.41510 -1.75350 1.37310
N -4.33940 -1.22900 -5.55900
C -3.69010 -0.62810 -4.59040
C -0.19510 4.69430 0.38860
C -2.19700 0.59610 -2.47060
C -4.70550 -2.84180 -7.97690
C -6.72640 -4.95550 -11.04550
C 3.62780 -0.98160 0.68880
C -1.85070 0.94450 2.79940
C 6.31450 -3.40090 -1.28280
C 2.44200 2.28830 3.10570
C -2.37950 -2.78520 -1.26770
C 1.46590 -2.52400 -2.36390
C 3.18050 -1.69010 -3.98700
C 2.03130 -1.29110 -3.06700
C -1.54430 5.16240 2.33050
C -3.70190 -2.75090 -3.25860
C 7.01600 -4.24160 0.87350
C -2.56900 -1.01140 4.11380
C -1.83210 -3.18040 3.45280
C 3.62300 2.36470 0.90160
C -1.08940 2.87170 1.70520
C -2.52730 -2.37570 4.34570
C -1.21210 -2.57840 2.36910
C 3.69980 -0.99070 -0.73550
C -5.13160 -1.50290 -7.73560
C -2.55230 -0.81880 -2.41900
C -3.34720 -1.40250 -3.42240
C -5.23270 -3.55260 -9.01220
C 4.67140 1.17920 2.85170
C 0.92790 -0.61080 -3.88220
C 2.27230 -1.00740 3.10550
C -1.69030 3.81260 2.55700
C -2.60160 1.32250 -3.62980
C 7.10160 -4.23270 -0.53200
C -5.93650 -0.85540 -8.71360
C -3.26200 0.72860 -4.65810
C -0.33330 3.34750 0.62540
C -1.88540 -0.48390 3.01350
C -6.38400 -1.54370 -9.79780
C -3.22390 -3.44000 -2.16720
C 5.39970 -2.54660 -0.64510
C -0.80240 5.61280 1.24220
C 6.13990 -3.41810 1.52910
C 3.36330 1.52870 2.15250
C 3.63610 1.08540 -2.64900
C 5.30790 -2.55560 0.79390
C -6.11430 -2.93300 -9.93570
H 3.12170 1.45020 -3.53740
H -3.48340 -4.47210 -1.99970
H -3.11550 -0.36340 4.78140
H -7.17680 -5.42120 -10.16430
H -1.77020 -4.24870 3.58720
H 3.48720 -0.86190 -4.61860
H 2.23640 -3.03010 -1.78510
H 0.13310 2.62950 -0.04440
H 6.36760 -3.38380 -2.36020
H 4.54810 0.56100 -2.93020
H -2.00070 5.87600 2.99680
H 7.65480 -4.90860 1.43250
H 2.86360 -2.50120 -4.64070
H 2.70200 2.50060 0.32950
H -7.34760 -5.16450 -11.91450
H -5.72570 -5.36320 -11.20570
H 6.07000 -3.40480 2.60510
H -4.34930 -3.22990 -3.97810
H -4.03260 -3.30330 -7.26900
H 0.64420 -2.24020 -1.69230
H 0.53780 -1.28500 -4.64390
H 2.23250 1.70560 4.00010
H -4.97540 -4.59330 -9.13350
H 3.99780 3.34710 1.18140
H -2.36790 2.37610 -3.65540
H 0.37850 5.04790 -0.45110
H -2.43770 1.52370 3.50680
H 1.50070 2.54670 2.61990
H -3.54710 1.29310 -5.53210
H 0.10670 -0.30660 -3.22980
H 4.36950 1.88580 0.26990
H -1.94960 -3.31070 -0.42460
H 4.04060 -2.03750 -3.41930
H 3.88230 1.94310 -2.02640
H 1.31720 0.27040 -4.38910
H -0.66830 -3.17080 1.64320
H 2.92910 3.20920 3.42020
H -2.27540 3.50780 3.40880
H -6.17580 0.18750 -8.57970
H 1.89810 -1.99260 2.83170
H 5.23670 2.09450 3.01830
H -3.01800 -2.80350 5.20590
H 3.24930 -1.11000 3.57210
H 7.79930 -4.89310 -1.02190
H 1.07950 -3.22850 -3.09920
H 4.49460 0.72420 3.82250
H 1.56850 -0.54480 3.79420
H 5.28860 0.50900 2.25630
H -6.98910 -1.07960 -10.56090


103
Properties=species:S:1:pos:R:3 method="wB97M-V/def2-TZVPD" spin_multiplicity=2 orbital_gap_ev="7.16 / 6.73" s2=0.7610 relative_energy_kcal_mol=0.0 charge=0
Tl 0.17398 0.36090 -1.03873
Te -0.93463 -3.09506 1.85639
S -2.45404 3.01585 0.66738
S -3.72864 -1.01771 -1.22186
O 1.53399 -1.68831 -1.96444
O -2.60053 -0.73917 -0.28023
O -1.84332 2.39704 -0.54262
N 0.49507 -2.02004 -0.01793
C -2.27135 -6.60701 4.17745
C -3.20236 -5.18472 -1.95631
C 2.86573 0.79640 0.85579
C -2.67560 -3.86634 4.33018
C -5.40308 1.14332 -0.85416
C -2.41856 5.60598 1.62649
C 2.30556 -3.54721 -0.67336
C -3.71067 -7.01519 6.20818
C 3.96252 -5.77114 -0.41215
C -4.21819 -3.31750 1.18626
C -3.35083 -3.94966 0.13196
C -2.10900 6.95431 1.53996
C -3.73997 -1.72854 -3.91800
C -1.88136 -4.38994 3.29716
C 1.21691 3.00306 1.14505
C -3.06826 -6.10441 5.19613
C -1.82198 -5.24398 -1.83304
C 1.87448 0.77645 1.83826
C -1.95547 -3.98969 0.23103
C -1.48328 5.25273 -0.57536
C 2.52497 -4.11498 0.57724
C 2.21134 3.01363 0.17829
C 1.40658 -2.35937 -0.88575
C 2.92908 -4.09424 -1.79102
C 3.35415 -5.22039 0.70721
C -0.83193 -6.42380 2.16253
C -2.96461 -2.39453 4.51644
C -1.48694 7.45228 0.40120
C -2.11416 4.77176 0.55910
C -4.34976 0.58484 -1.80739
C -4.22505 3.09510 0.33088
C -1.67234 -5.77853 3.23343
C -1.17223 6.60435 -0.65112
C -2.98582 -1.56304 -2.76048
C -3.25321 -4.73266 5.25646
C -1.75325 -2.45688 -5.06618
C -1.20888 -4.64920 -0.74220
C -4.87048 1.70299 0.46683
C -1.64405 -1.89149 -2.73341
C -3.94990 -4.54823 -0.97879
C 1.04599 1.89040 1.96049
C 1.72405 -0.41096 2.74752
C 3.03326 1.90163 0.03291
C 3.74818 -5.20550 -1.66257
C -3.11698 -2.17558 -5.07066
C -1.01956 -2.32005 -3.89994
H -1.23869 8.50395 0.34030
H 0.26011 1.88568 2.70784
H 1.78114 -1.33789 2.17684
H -1.23589 4.56072 -1.37080
H 3.80406 1.89074 -0.72754
H 0.57181 3.86567 1.26388
H -5.96121 1.92799 -1.37247
H -1.22225 -5.74379 -2.58382
H -3.69640 -5.63278 -2.80974
H 2.03419 -3.70055 1.44705
H -5.03019 -4.50747 -1.07094
H -2.88247 5.20619 2.52170
H -3.79431 -2.36623 1.51303
H 2.34153 3.87773 -0.46068
H 3.52217 -5.65320 1.68569
H -4.64589 3.80974 1.03989
H -4.04307 -2.21943 4.51321
H -1.37541 -6.46972 1.21636
H -4.16206 0.99665 0.90950
H 0.08422 -5.86195 1.97328
H -3.86782 -4.31387 6.04924
H -4.31839 3.51052 -0.67496
H 0.76441 -0.39314 3.26375
H -4.29423 -3.96856 2.06057
H -4.79952 -6.95936 6.15062
H -0.67785 6.99368 -1.53179
H 4.22298 -5.63009 -2.53839
H 3.50428 -0.07073 0.72705
H 0.03878 -2.54454 -3.86735
H -4.80376 -1.52032 -3.92668
H -5.22365 -3.14287 0.80159
H -2.10316 -7.67772 4.11596
H -1.10068 -1.86394 -1.79732
H 4.60410 -6.63759 -0.31039
H -0.56518 -7.44167 2.44747
H -4.79114 0.40741 -2.78866
H -2.58421 -2.05210 5.48138
H 2.51681 -0.42184 3.49887
H 2.76262 -3.62639 -2.75221
H -5.70588 1.77724 1.16376
H -0.13124 -4.69517 -0.64557
H -3.69470 -2.30116 -5.97762
H -2.52110 -1.77919 3.73874
H -2.34211 7.61520 2.36458
H -1.27104 -2.79474 -5.97482
H -3.47553 1.23286 -1.90997
H -6.12594 0.35112 -0.63760
H -3.42345 -6.73810 7.22417
H -3.41875 -8.05240 6.04565


121
Properties=species:S:1:pos:R:3 method="wB97M-V/def2-TZVPD" orbital_gap_ev=6.07 relative_energy_kcal_mol=0.0 charge=-2
Rb 0.80683 -0.35728 0.44454
Br 5.03039 2.00243 -6.42863
As -0.78596 -0.33762 -2.63344
Cl 2.13143 0.26413 3.45652
Cl 3.66740 -0.70942 5.76919
S 1.73230 -3.58547 -1.23999
S 3.82420 -2.93692 0.48872
P -2.05251 -0.58848 3.13952
F 0.11933 -5.65930 -1.19420
F -1.55972 0.59208 -0.27449
F 6.33668 -2.16543 0.39993
F 1.51859 -5.57588 0.46176
F 5.25736 -1.66782 -1.40065
F 4.92166 -0.53145 0.42147
F 2.20369 -6.17403 -1.51017
O 2.93427 -2.10979 1.27882
O 1.50864 -3.50959 -2.64953
O 0.66959 -3.13614 2.70743
O 0.87024 -2.86222 -0.34853
O 4.56035 -3.95449 1.18532
O 2.53265 -0.63050 -1.64121
O -2.24951 3.02423 -0.20703
N 3.23222 -3.52015 -0.83495
N 2.99836 1.81041 -0.24401
N 0.94259 2.70825 1.34126
C -4.68067 0.87630 -3.30494
C -3.63982 0.36846 3.42429
C 3.54788 1.30797 -2.57786
C 2.48841 3.86200 2.81807
C 4.11421 1.89503 -3.72835
C -3.30227 0.78358 -3.15165
C 0.31621 -0.07209 -5.37988
C 4.27721 1.17876 -4.87640
C 4.55713 3.07219 1.12393
C -3.99886 -2.76506 3.10943
C 3.27585 2.67337 0.80812
C 0.61390 -0.50779 -6.66623
C -0.85187 0.29046 5.48693
C -4.90889 -1.45218 -2.73101
C 1.38267 -5.34823 -0.85377
C 3.50299 2.10699 -1.38727
C -2.72566 -0.44321 -2.79554
C -3.40386 1.84691 3.10302
C -0.01848 2.51924 -3.02968
C -2.34170 1.89796 -3.28824
C 3.91082 -0.18102 -4.92960
C -1.65857 4.17916 -3.62807
C -1.93316 -1.97537 5.77060
C 2.88951 -1.13134 4.22355
C -3.52910 -1.54974 -2.57634
C 2.20474 3.08722 1.66814
C 3.36472 -0.78555 -3.83717
C -2.83618 -2.13128 0.99075
C -0.89568 -2.09720 -4.97283
C -1.01200 1.55339 -3.02195
C -0.60609 -2.53381 -6.25988
C 4.82501 3.85927 2.26199
C 0.14800 -1.73753 -7.11300
C 5.15340 -1.74127 -0.08115
C 3.10621 -0.06943 -2.60591
C -5.48120 -0.24107 -3.09952
C -2.65755 3.21464 -3.60084
C -0.45327 -0.85483 -4.51806
C -0.04129 3.04512 2.13780
C -0.34326 3.83743 -3.33536
C -2.69719 -2.22434 2.51616
C 3.82124 4.24743 3.10109
C -4.36619 0.21062 4.75912
C 0.14304 3.79562 3.32055
C 1.40068 4.20529 3.65151
C -1.28106 -1.00442 4.78808
H -1.95250 -1.71197 0.51051
H 1.22085 0.11435 -7.31393
H -1.46934 -2.73978 -4.31339
H 2.12564 -1.87305 4.42582
H 3.05426 -1.82391 -3.86152
H -5.26832 0.83343 4.76692
H -4.66969 -0.81927 4.94701
H -0.42688 1.00513 4.77955
H -0.96251 -3.50196 -6.59225
H -3.66123 -1.46634 0.71540
H -3.74268 0.53590 5.59393
H -4.84574 -2.14124 2.80853
H 0.21275 -3.56258 1.97196
H -0.09215 0.08389 6.24835
H -1.88399 -2.91693 2.75449
H -1.24746 -2.16517 6.60449
H -0.71535 4.03318 3.93691
H -5.53630 -2.31750 -2.55095
H -1.95803 2.04801 -0.16244
H -3.68414 3.50137 -3.79903
H 1.58747 4.78731 4.54803
H -4.19239 -3.77267 2.72437
H -0.37118 -1.49666 4.42564
H 5.85029 4.13926 2.47762
H -1.69538 0.77220 5.98903
H -5.13822 1.82264 -3.57091
H -2.86020 -1.58253 6.19193
H 0.43003 4.59665 -3.33917
H -1.90990 5.20761 -3.86057
H 0.69918 0.88561 -5.04770
H -2.72463 2.30189 3.83367
H 4.02456 4.83273 3.99107
H 1.43508 -2.73711 2.26126
H -1.54900 3.44308 -0.71808
H 4.05715 -0.73702 -5.84801
H -4.29818 -0.02465 2.64119
H 1.00421 2.25218 -2.78803
H -3.99061 -2.81775 4.19708
H 0.38163 -2.07853 -8.11503
H -1.03147 2.73511 1.82848
H -3.08772 -2.49033 -2.26534
H -2.14554 -2.93739 5.30346
H 3.97944 3.09543 -1.49837
H 4.42494 2.93404 -3.68688
H -4.34812 2.40152 3.13675
H 3.64284 -1.52077 3.55202
H 5.37505 2.72244 0.50534
H -2.97196 1.97349 2.10946
H -6.55616 -0.16244 -3.21345
H -3.04943 -3.11809 0.56460


| no. | DFT total energy (eV) |
| --- | --- |
| 1 | -311809.272 |
| 2 | -157449.836 |
| 3 | -89785.325 |
| 4 | -273885.090 |